#P
Density functional theory data (ωB97M-V/def2-TZVPD) for a single C2H2Cl3P molecule.

Output
SMILES: Cl/C=C/P(Cl)Cl
Kohn-Sham gap (spin up / spin down), eV: 7.8 / 8.1
HOMO energy (spin up / spin down), Ha: -0.322 / -0.323
LUMO (spin up / spin down), eV: -0.951 / -0.642

```
8
Properties=species:S:1:pos:R:3:lowdin_charge:R:1
Cl -1.5195 1.6423 0.4210 0.1967
Cl 2.8426 0.1603 -0.2607 0.6445
H 0.5805 -1.7695 0.2014 0.0107
C 0.1439 -0.8052 0.0453 -0.3948
P -1.4588 -0.3542 0.6967 0.0715
Cl -2.6931 -0.9191 -0.8166 0.1337
H 0.8737 1.5218 -0.1967 -0.0351
C 1.2307 0.5236 -0.0905 -0.6270
```

***

#Q
Density functional theory data (ωB97M-V/def2-TZVPD) for 2 unconnected molecules or ions with the total composition C2H2Cl3P.

Output
Kohn-Sham gap (spin up / spin down), eV: 6.3 / 7.1
HOMO energy (spin up / spin down), Ha: -0.339 / -0.357
LUMO (spin up / spin down), eV: -2.909 / -2.573

```
8
Properties=species:S:1:pos:R:3:lowdin_charge:R:1
C -0.1809 0.1347 0.3115 -0.0570
C -0.3729 0.9051 1.3683 -1.0624
Cl 0.7528 1.6392 2.4141 0.6299
Cl -2.0716 -0.1304 3.3588 0.2806
P -2.0550 1.3942 2.2274 0.4705
Cl -4.9947 1.1422 1.9803 -0.3748
H -1.0217 -0.2244 -0.1839 0.0390
H 0.6813 -0.1867 -0.2617 0.0743
```

***

#R
Density functional theory data (ωB97M-V/def2-TZVPD) for a molecular structure, C2H2Cl3P.

Output
Kohn-Sham gap, eV: 9.3
HOMO energy, Ha: -0.336
LUMO, eV: 0.114

```
8
Properties=species:S:1:pos:R:3:lowdin_charge:R:1
H -0.0731 1.4266 -2.0393 0.1069
Cl -1.5266 -1.7650 0.8132 0.1446
H -1.4185 0.3997 -0.9485 0.0177
Cl 1.2943 -1.6228 1.8731 0.1207
C 0.4207 0.5377 -0.1994 -0.9624
Cl 2.0494 0.7845 -0.1044 0.6186
C -0.4109 0.7336 -1.1600 -0.1470
P -0.3354 -0.4944 1.7654 0.1010
```

***

#S
Density functional theory data (ωB97M-V/def2-TZVPD) for a single C2H2Cl3P molecule.

Output
Kohn-Sham gap (spin up / spin down), eV: 7.1 / 7.1
HOMO energy (spin up / spin down), Ha: -0.328 / -0.328
LUMO (spin up / spin down), eV: -1.818 / -1.817

```
8
Properties=species:S:1:pos:R:3:lowdin_charge:R:1
Cl 1.4365 -1.0303 2.0220 0.2505
P 0.7488 0.0154 0.4716 -0.0077
H -1.1872 1.6586 -0.4580 -0.0400
C -1.3910 0.7303 0.1194 -0.0482
Cl -0.0570 -1.0032 -2.0585 0.4926
H -2.0426 1.0496 1.0262 -0.0033
C 0.0428 -1.3468 -0.4059 -0.8204
Cl 2.4496 -0.0736 -0.7168 0.1763
```

***

The structure with the least stability is #S.

***

#P
Density functional theory data (ωB97M-V/def2-TZVPD) for a gas-phase ion, C5H6NS (charge +1).

Output
Charge: +1
Kohn-Sham gap, eV: 9.7
HOMO energy, Ha: -0.583
LUMO, eV: -6.183

```
13
Properties=species:S:1:pos:R:3:lowdin_charge:R:1
C 0.6162 0.8591 0.3408 0.0310
C 0.4411 1.0238 1.6800 -0.1565
C -0.8871 -1.0552 0.3585 -0.2700
H -1.3476 -1.8991 -0.1450 0.1017
H 1.2766 1.5416 -0.2782 0.1711
H 1.1099 -0.3011 -2.1239 0.1249
C 0.0345 -0.3097 -1.8095 -0.0306
C -0.0761 -0.1486 -0.3667 -0.2877
N -0.1984 0.2202 2.5274 -0.2448
H 0.8719 1.8273 2.2430 0.1315
S -0.9608 -1.0575 2.0079 1.1966
H -0.4508 0.5666 -2.2597 0.1169
H -0.4292 -1.2673 -2.1747 0.1159
```

***

#Q
Density functional theory data (ωB97M-V/def2-TZVPD) for a gas-phase ion, C5H6NS (charge +1).

Output
Charge: +1
Kohn-Sham gap (spin up / spin down), eV: 7.6 / 6.2
HOMO energy (spin up / spin down), Ha: -0.512 / -0.499
LUMO (spin up / spin down), eV: -6.335 / -7.420

```
13
Properties=species:S:1:pos:R:3:lowdin_charge:R:1
N -0.6552 -1.3918 1.3357 -0.4819
H -1.1646 -0.0893 -1.2731 0.0909
H -0.3911 -0.9640 -2.4049 0.1123
H 1.7892 -0.6824 -0.6451 0.1881
C -0.0787 1.1677 1.4504 0.2646
C 0.6871 -0.3990 -0.4955 -0.2793
H -0.6467 1.5036 2.3040 0.0742
C -0.1768 -0.1254 -1.7292 -0.0194
C 0.5208 0.9321 0.3438 -0.0854
C 0.1575 -1.3111 0.4688 -0.0383
H 1.1679 1.7730 -0.0648 0.1910
H 0.0525 0.9090 -2.0578 0.1117
S -1.2619 -1.3223 2.7677 0.8715
```

***

The structure with the least stability is #Q.

***

#P
Density functional theory data (ωB97M-V/def2-TZVPD) for 3 unconnected molecules or ions with the total composition C4H14O2.

Output
SMILES: CCCC.O.O
Kohn-Sham gap, eV: 12.0
HOMO energy, Ha: -0.411
LUMO, eV: 0.832

```
20
Properties=species:S:1:pos:R:3:lowdin_charge:R:1
C 1.0949 3.0502 1.5499 -0.1295
H 1.6960 2.2587 1.9825 0.0658
H 0.0594 1.3237 -0.2132 0.0930
H -0.8431 3.6219 0.9504 0.1033
O 3.5304 -1.2114 -4.5896 -0.0671
H -0.1119 -0.6629 0.9682 0.0630
H -3.4123 -5.7287 -0.3466 0.0284
H -0.1484 0.3933 2.3985 0.0653
H -0.8401 2.5032 2.3616 0.0971
H 1.5069 3.2317 0.5428 0.0747
C -0.3777 2.7457 1.4091 -0.2801
H 3.5854 -0.8220 -3.7062 0.0333
H 3.9580 -0.4960 -5.0806 0.0337
H -1.6199 1.5495 0.1022 0.0967
H -1.6325 -0.0725 1.7137 0.0640
C -0.6510 1.4704 0.5977 -0.2742
C -0.6150 0.1730 1.4327 -0.1080
O -3.1971 -5.0240 0.2627 -0.0562
H 1.3586 3.9702 2.0874 0.0689
H -2.6499 -5.2667 1.0078 0.0278
```

***

#Q
Density functional theory data (ωB97M-V/def2-TZVPD) for 3 unconnected molecules or ions with the total composition C4H14O2.

Output
SMILES: CCCC.O.O
Kohn-Sham gap, eV: 11.9
HOMO energy, Ha: -0.410
LUMO, eV: 0.791

```
20
Properties=species:S:1:pos:R:3:lowdin_charge:R:1
H 1.9942 -1.6509 0.3792 0.0003
H 1.5105 0.4584 -3.2889 0.0308
C -1.1947 -0.1936 1.0234 -0.2659
H -1.0625 2.2186 2.1980 0.0693
C -1.8981 2.2539 1.4879 -0.1100
C -1.7616 1.1197 0.4713 -0.2804
H 0.4448 -1.1892 0.0075 0.0211
H -1.1461 1.4091 -0.3879 0.1012
C -0.6341 -1.1336 -0.0528 -0.0944
H -0.4108 -0.0031 1.7702 0.1019
H 1.8723 -0.6015 -2.2508 0.0140
H -1.8786 3.2273 0.9960 0.0671
H 2.9114 -2.9122 0.1810 0.0413
H -0.9745 -2.1493 0.1130 0.0730
H -0.8514 -0.7723 -1.0504 0.0703
H -1.9407 -0.7291 1.6082 0.1001
H -2.7227 0.8929 0.0083 0.1043
O 2.0489 0.3123 -2.5047 -0.0627
H -2.8178 2.1355 2.0585 0.0678
O 2.7590 -2.0017 -0.0856 -0.0490
```

***

The structure with the least stability is #P.

***

#P
Density functional theory data (ωB97M-V/def2-TZVPD) for a molecular structure, CH2F3NO.

Output
Kohn-Sham gap (spin up / spin down), eV: 8.4 / 9.6
HOMO energy (spin up / spin down), Ha: -0.386 / -0.412
LUMO (spin up / spin down), eV: -2.088 / -1.606

```
8
Properties=species:S:1:pos:R:3:lowdin_charge:R:1
O -0.5593 -0.9098 0.0248 0.0663
N 1.3848 0.2955 0.0248 0.1089
H 1.8880 0.1660 -0.9076 0.0738
F -2.0163 -1.5698 0.0598 -0.1052
C -0.5332 0.3856 0.0007 -0.5720
H 1.4750 -0.5359 0.7631 0.1074
F -0.8305 1.0592 -1.0829 0.1820
F -0.8084 1.1092 1.1174 0.1388
```

***

#Q
Density functional theory data (ωB97M-V/def2-TZVPD) for a molecular structure, CH2F3NO.

Output
Kohn-Sham gap (spin up / spin down), eV: 9.7 / 9.7
HOMO energy (spin up / spin down), Ha: -0.425 / -0.425
LUMO (spin up / spin down), eV: -1.836 / -1.839

```
8
Properties=species:S:1:pos:R:3:lowdin_charge:R:1
N 0.0754 -0.2356 -0.3302 0.2200
H -0.1745 -0.2087 -1.3265 0.1473
O 1.9245 0.6620 -0.1634 0.1258
F 1.9905 -1.5426 -0.6438 0.1726
C 1.3645 -0.5676 -0.0019 -0.7147
F 3.5317 0.9632 -0.2144 -0.0986
H -0.4560 0.2954 0.2726 0.0952
F 1.2326 -1.0621 1.3298 0.0524
```

***

The structure with the least stability is #P.

***

#P
Density functional theory data (ωB97M-V/def2-TZVPD) for a molecular structure, C2H5N2.

Output
Charge: +1
Kohn-Sham gap (spin up / spin down), eV: 12.6 / 5.9
HOMO energy (spin up / spin down), Ha: -0.642 / -0.542
LUMO (spin up / spin down), eV: -4.914 / -8.891

```
9
Properties=species:S:1:pos:R:3:lowdin_charge:R:1
H 1.8437 2.2161 -1.5773 0.1349
C 0.6037 -0.5194 0.1159 -0.1592
N 0.0335 0.7305 -0.3751 0.1863
H -1.3055 -1.6067 0.3718 0.1591
N -0.6977 -0.8553 0.6313 0.1954
H 1.2710 -1.1201 -0.6421 0.1853
H 1.3039 -0.4593 0.9393 0.1358
C -1.0839 0.4810 0.2191 -0.0068
H -1.9687 1.1331 0.3172 0.1692
```

***

#Q
Density functional theory data (ωB97M-V/def2-TZVPD) for a molecular structure, C2H5N2.

Output
Charge: +1
Kohn-Sham gap, eV: 12.3
HOMO energy, Ha: -0.598
LUMO, eV: -3.990

```
9
Properties=species:S:1:pos:R:3:lowdin_charge:R:1
H -0.1061 0.4751 1.2800 0.1035
H 3.7716 -0.2638 -0.1389 0.1766
H -0.2441 1.1779 -0.4868 0.1173
H -1.7808 -0.5479 -1.0471 0.1240
N -1.4172 -0.4034 -0.1560 0.1657
H -1.5732 -1.0216 0.5592 0.0961
C 1.5733 0.0017 0.0653 0.0813
N 2.7069 -0.1955 -0.1082 0.2143
C -0.4182 0.3672 0.2467 -0.0789
```

***

#R
Density functional theory data (ωB97M-V/def2-TZVPD) for a molecular structure, C2H5N2.

Output
Charge: +1
Kohn-Sham gap (spin up / spin down), eV: 7.8 / 10.4
HOMO energy (spin up / spin down), Ha: -0.583 / -0.607
LUMO (spin up / spin down), eV: -8.055 / -6.153

```
9
Properties=species:S:1:pos:R:3:lowdin_charge:R:1
H 0.3277 -2.1542 0.1486 0.1824
N 1.1191 -0.0456 -0.0078 0.1661
H -0.3757 1.4441 -0.7688 0.1291
H -2.3765 -0.6446 -0.9311 0.3614
H 2.0982 -0.0998 0.0129 0.1417
N -0.8672 -0.2135 0.3846 0.0641
C 0.1592 -1.0203 0.1019 -0.1103
H -0.1017 1.7484 0.9158 0.1399
C 0.0169 0.9854 0.1441 -0.0744
```

***

The structure with the least stability is #P.

***

#P
Density functional theory data (ωB97M-V/def2-TZVPD) for a single C3H3NO4 molecule.

Output
SMILES: O=CO/N=C\C(=O)O
Kohn-Sham gap, eV: 10.1
HOMO energy, Ha: -0.414
LUMO, eV: -1.113

```
11
Properties=species:S:1:pos:R:3:lowdin_charge:R:1
H -1.3923 1.6307 -1.1649 0.1097
H -0.0673 -1.0265 -0.7967 0.0835
C -0.8759 1.0829 -0.4402 0.0437
O -0.7564 -1.2988 -0.1395 0.0530
O 1.9413 -0.6476 -0.6901 0.0064
C -1.5891 -0.1708 0.0347 -0.4360
N 0.4334 1.3594 -0.1865 0.1749
H 2.4501 -0.6574 1.3806 0.1727
C 1.6949 -0.4427 0.5379 -0.3038
O -2.7070 -0.3304 0.4417 0.1465
O 0.8682 0.5013 1.0230 -0.0506
```

***

#Q
Density functional theory data (ωB97M-V/def2-TZVPD) for a single C3H3NO4 molecule.

Output
SMILES: O/N=c1/occ(O)o1
Kohn-Sham gap, eV: 9.4
HOMO energy, Ha: -0.332
LUMO, eV: 0.367

```
11
Properties=species:S:1:pos:R:3:lowdin_charge:R:1
O -2.3728 -0.9778 -0.1361 -0.0842
H -2.5896 -1.2166 0.7765 0.0910
O -0.0350 1.5798 0.1410 0.0708
O 2.3554 -1.1305 0.0015 0.1387
H 1.9954 1.9609 -0.4197 0.1261
C 1.3723 1.1366 -0.1171 0.0826
C 1.3997 -0.2038 0.0586 -0.3449
H 1.8569 -1.8906 -0.3433 0.1408
N -2.0010 0.3979 -0.0982 0.0691
O 0.0958 -0.7120 0.1084 0.1102
C -0.7058 0.4480 0.0178 -0.4001
```

***

The structure with the least stability is #Q.